[1]
{"formula": "C13H21BaFN2", "method": "ωB97M-V/def2-TZVPD", "symbols": ["C", "C", "C", "C", "C", "C", "C", "C", "N", "C", "C", "N", "C", "C", "C", "F", "H", "H", "H", "H", "H", "H", "H", "H", "H", "H", "H", "H", "H", "H", "H", "H", "H", "H", "H", "H", "H", "Ba"], "xyz": [[-2.0764, 3.3957, 2.4339], [-1.7157, 3.2589, 0.9700], [-2.1513, 1.9346, 0.4271], [-1.5197, 1.5774, -0.9796], [-0.9214, 0.1455, -1.0818], [0.5284, 0.0183, -0.5858], [1.5003, -0.0382, -1.7880], [0.8721, 1.1926, 0.1769], [1.1338, 2.1439, 0.7952], [0.6446, -1.2229, 0.3609], [1.7759, -1.0680, 1.2471], [2.6563, -1.0351, 2.0154], [0.6283, -2.5673, -0.3767], [1.7345, -3.5297, -0.0023], [3.0012, -3.3319, -0.7652], [1.2494, -4.7692, -0.3559], [-1.5278, 2.6694, 3.0158], [-3.1405, 3.2752, 2.6074], [-1.8120, 4.3655, 2.8082], [-0.6548, 3.3967, 0.8524], [-2.2087, 4.0508, 0.4232], [-3.2721, 2.0183, 0.2804], [-1.9831, 1.0964, 1.1704], [-0.8316, 2.3462, -1.2641], [-2.3287, 1.6555, -1.6995], [-1.0280, -0.1892, -2.0935], [-1.5525, -0.5507, -0.4927], [2.3219, 0.6308, -1.6163], [1.0290, 0.3008, -2.6898], [1.9261, -1.0114, -1.9440], [-0.2281, -1.1991, 0.9972], [-0.2958, -3.0688, -0.1438], [0.6335, -2.4476, -1.4447], [1.9103, -3.5819, 1.0572], [3.4217, -2.3491, -0.6237], [2.8541, -3.5721, -1.8027], [3.7088, -4.0458, -0.3843], [-3.8969, 0.3128, 0.6237]], "lowdin_charge": [-0.064, -0.242, -0.503, -0.151, -0.135, -0.410, 0.040, -0.184, 0.262, -0.232, -0.190, 0.244, -0.089, -0.402, -0.015, 0.003, 0.090, 0.076, 0.097, 0.086, 0.141, -0.082, 0.028, 0.135, 0.118, 0.128, 0.056, 0.104, 0.098, 0.078, 0.130, 0.122, 0.120, 0.143, 0.082, 0.096, 0.096, 2.125], "charge": 2, "energy_ha": -742.0915, "homo_energy_ev": -16.489}


[2]
{"formula": "C13H21BrClN3O3", "method": "ωB97M-V/def2-TZVPD", "symbols": ["C", "C", "Br", "C", "C", "C", "Cl", "C", "O", "C", "N", "C", "N", "C", "O", "H", "H", "H", "H", "H", "H", "H", "H", "H", "H", "C", "O", "C", "C", "C", "N", "H", "H", "H", "H", "H", "H", "H", "H", "H", "H", "H"], "xyz": [[3.0984, 1.3298, -2.0159], [3.2781, -0.1651, -2.2907], [3.3263, -0.4397, -4.2384], [2.2198, -1.0450, -1.6137], [0.8398, -0.8083, -2.1187], [0.1606, -1.5588, -2.9883], [0.7550, -3.0219, -3.6535], [-1.2236, -1.1320, -3.3830], [-2.1326, -1.9171, -3.5260], [-1.3737, 0.3369, -3.5170], [-2.2144, 0.8650, -4.5127], [-0.7210, 1.0944, -2.6265], [-0.7741, 2.4969, -2.6010], [0.1183, 0.4053, -1.6199], [0.2376, 0.8080, -0.4771], [2.8546, 1.8966, -2.9013], [2.3538, 1.5200, -1.2566], [4.0231, 1.7488, -1.6369], [4.2590, -0.4530, -1.9548], [2.4984, -2.0798, -1.7369], [2.2705, -0.7672, -0.5662], [-1.8404, 1.7805, -4.7493], [-2.1077, 0.3048, -5.3513], [-0.2560, 2.8230, -1.7939], [-1.7209, 2.8411, -2.4879], [-3.0380, -0.8837, 4.1507], [-1.8872, -1.3816, 4.8068], [-0.7482, -1.5515, 3.9866], [0.0603, -0.2724, 3.7260], [-0.5852, 0.6743, 2.7195], [0.3429, 0.4642, 4.9625], [-3.1100, -1.2586, 3.1258], [-3.0534, 0.2085, 4.1442], [-3.9082, -1.2276, 4.7095], [-0.1067, -2.2507, 4.5296], [-1.0290, -2.0405, 3.0440], [1.0183, -0.5906, 3.3035], [-1.4020, 1.2461, 3.1599], [0.1475, 1.3932, 2.3567], [-0.9716, 0.1313, 1.8562], [0.8814, -0.1266, 5.5894], [-0.5398, 0.6028, 5.4466]], "lowdin_charge": [-0.129, -0.678, 0.683, -0.187, -0.196, -0.543, 0.758, -0.347, 0.128, -0.206, 0.133, -0.210, 0.123, -0.295, 0.103, 0.055, 0.059, 0.079, 0.078, 0.098, 0.127, 0.089, 0.100, 0.087, 0.101, -0.107, -0.189, -0.212, -0.431, -0.076, 0.038, 0.090, 0.075, 0.086, 0.120, 0.120, 0.133, 0.066, 0.072, 0.067, 0.070, 0.068], "smiles": "C[C@H](Br)CC1=C(Cl)C(=O)C(N)=C(N)C1=O.COC[C@@H](C)N", "charge": 0, "energy_ha": -3932.1111, "homo_energy_ev": -8.706}